The following is a DFT calculation (the ωB97M-V functional and the def2-TZVPD basis) of a structure of composition C25H28F5O2W in a non-equilibrium geometry.

```
61
Properties=species:S:1:pos:R:3:forces:R:3
O -0.91735 -0.20924 -3.04840 -0.14 0.62 -1.38
C -1.01446 0.93303 -3.98070 -0.12 0.15 0.35
C -0.30123 0.20089 -5.11146 -0.19 -0.32 0.64
H -0.47662 1.81622 -3.61691 -0.34 -0.20 0.11
H -2.06726 1.15506 -4.20150 0.24 0.11 0.19
C -0.44090 -1.02083 -4.16618 0.10 -0.14 -1.03
H 0.73586 0.50927 -5.26627 -0.22 0.00 -0.02
H -0.85098 0.11381 -6.05125 0.20 0.08 0.11
C 0.85568 -1.74689 -3.91397 -0.04 -0.42 0.12
H 1.55278 -1.16376 -3.30658 -0.19 -0.07 -0.04
H 1.33504 -1.92901 -4.88269 -0.07 -0.09 0.14
H 0.63156 -2.72317 -3.46328 0.35 0.15 0.12
C -1.53150 -1.95803 -4.65964 0.08 -0.11 0.06
H -2.46430 -1.40549 -4.84174 0.20 -0.22 0.15
H -1.68666 -2.76415 -3.92973 -0.18 0.19 -0.17
H -1.21420 -2.41001 -5.60941 -0.08 0.03 0.22
W -0.75342 -0.89726 1.94824 6.93 -1.69 2.45
C -2.71603 -1.10776 2.93584 -1.44 0.54 -0.04
C -2.44943 0.26966 2.63539 -1.78 -0.33 0.14
C -2.27887 0.38684 1.21622 -0.83 0.69 -0.23
H -2.47652 1.09561 3.33948 0.19 -0.32 -0.08
C -2.41978 -0.93045 0.63505 -0.67 -0.17 -0.86
C -2.73861 -1.83577 1.70109 -0.90 0.70 0.12
H -3.02849 -2.87054 1.57088 0.42 0.08 0.15
H -2.99495 -1.51020 3.90994 0.44 0.16 -0.30
H -2.18823 1.30531 0.65697 0.08 -0.15 0.12
H -2.35810 -1.17358 -0.42781 -0.15 0.20 0.40
C 0.61989 -2.52764 3.43078 -0.13 -0.06 -0.79
C -0.22328 -3.05437 2.37092 0.57 -0.04 -0.30
C 0.38052 -2.67975 1.09945 -0.08 -0.16 0.15
H -1.00627 -3.79657 2.50740 0.25 0.32 -0.02
C 1.57068 -1.92141 1.40575 -1.10 -0.10 -0.43
C 1.74108 -1.90851 2.81592 -0.90 -0.01 -0.19
H 2.64052 -1.54926 3.31905 -0.49 0.21 -0.05
H 0.48950 -2.71674 4.49661 0.00 0.13 -0.45
H 0.05957 -3.01674 0.11279 0.28 0.05 0.39
H 2.24533 -1.53082 0.64479 -0.16 -0.10 0.40
O 1.74413 0.91070 -2.16364 -0.99 0.89 0.41
C 0.84442 0.56685 -1.09113 0.57 -0.58 0.57
C -0.12002 1.74039 -0.83340 0.59 -0.12 -0.39
H 1.44747 0.39470 -0.18010 -0.11 0.15 -0.44
H 0.34867 -0.39254 -1.29363 0.17 0.52 -0.27
C 0.62581 2.94032 -1.46104 -0.29 0.15 -0.19
H -0.18908 1.88068 0.24340 -0.46 -0.01 -0.32
H -1.11549 1.57228 -1.26247 0.34 0.04 0.02
C 1.89156 2.35276 -2.11685 0.05 -0.37 0.23
H 0.87418 3.68956 -0.70218 0.10 -0.14 -0.12
H 0.00812 3.46224 -2.19889 0.05 -0.16 0.10
H 2.77020 2.60423 -1.50285 -0.05 -0.08 -0.26
H 2.03350 2.72418 -3.13885 0.11 -0.21 0.24
F -0.40276 -0.19701 5.16485 1.24 1.48 -0.84
C 0.38627 0.70514 4.52057 -1.81 -1.89 -1.36
C 0.44222 0.75158 3.12768 -0.58 -0.16 -0.49
C 1.26265 1.75644 2.63012 -0.48 -1.54 -2.35
F 1.57741 1.86137 1.30174 -0.42 0.00 2.76
C 1.94432 2.68735 3.41944 1.76 2.52 0.72
F 2.64865 3.67902 2.83714 -1.07 -1.66 1.02
C 1.90658 2.56325 4.80288 0.72 0.77 0.69
F 2.61789 3.39090 5.59077 -0.79 -0.80 -0.75
C 1.12514 1.54753 5.34824 1.11 1.13 2.88
F 1.06763 1.38028 6.68318 0.13 0.36 -2.02
```
Forces are in eV/Å.

Kohn-Sham gap (alpha / beta)   6.824 / 2.404 eV
Charge   +1
<S²>   2.0227
Total energy   -1685.81600 hartree
Lowest unoccupied orbital energy (alpha / beta)   -3.74 / -8.10 eV
Multiplicity   3